This record from the OMol25 dataset describes a molecular structure, C16H27N3O3S in a non-equilibrium geometry. The level of theory is wB97M-V/def2-TZVPD.

Positions of all 50 atoms, in Å:
C: -3.7585 -2.6922 -1.1158
C: -2.7946 -2.2332 -0.0373
C: -1.3166 -2.0137 -0.4520
C: -0.5746 -1.5595 0.6812
H: -0.6398 -2.3678 1.4210
H: -1.1227 -0.6601 1.0656
C: 0.7370 -1.3959 0.4695
C: 1.5345 -0.4432 1.2789
O: 1.9678 0.8209 0.8672
C: 3.2748 0.7222 0.2385
C: 3.6096 2.4132 0.0222
H: 3.3328 2.8712 0.8075
H: 4.7658 2.0731 -0.2821
C: 2.9734 2.9423 -1.1584
N: 1.5250 2.5928 -1.3074
C: 0.6118 3.1531 -0.2402
C: -0.6054 2.6334 -0.1906
C: -1.1805 1.6084 -0.8987
O: -0.4000 1.1206 -1.8661
N: -2.4804 1.3509 -0.5923
C: -3.3250 1.9100 0.0910
S: -4.9166 1.4540 0.6126
N: -2.7815 3.1141 0.8799
C: -1.5521 3.5712 0.8580
O: -1.1688 4.6724 1.0774
H: -3.3050 3.4945 1.4691
H: -2.8077 0.3062 -1.1948
H: 1.0559 4.1833 0.2042
H: 1.0800 1.7546 -1.5557
H: 3.1687 3.8944 -1.1137
H: 3.3598 2.5532 -2.1763
H: 3.9698 0.2222 0.7184
H: 3.1570 0.2688 -0.6843
H: 0.8480 -0.3585 2.1979
H: 2.3643 -1.1036 1.8177
C: 1.6325 -2.3450 -0.0352
C: 1.5863 -3.6347 0.8181
H: 2.2265 -4.4312 0.9726
H: 0.5419 -4.0092 1.1130
H: 1.7622 -3.1311 2.0524
H: 1.2592 -3.0221 -0.8415
H: 2.4929 -2.2064 -0.0334
H: 0.7003 -0.6748 -0.5589
H: -1.4236 -1.6019 -1.2757
H: -1.2114 -3.0322 -0.7727
H: -3.1635 -1.3257 0.3135
H: -2.9610 -3.0410 0.8352
H: -3.5937 -2.1541 -2.0039
H: -4.8272 -2.6509 -1.0093
H: -3.6274 -3.6130 -1.4859

The net charge is 0. Its HOMO energy is -8.77 eV. Its total energy is -1413.5238 Ha. For the gap between HOMO and LUMO, the calculation gives 0.288 Ha.

So, what does the Mulliken scheme give us? The charges, in e, come out as:
1 C -1.792
2 C -0.311
3 C -1.642
4 C -1.455
5 H 0.487
6 H 0.473
7 C 1.848
8 C -1.413
9 O -0.019
10 C -1.164
11 C -0.742
12 H 0.530
13 H 0.271
14 C -0.943
15 N -0.126
16 C -0.237
17 C 0.167
18 C 0.512
19 O -0.816
20 N 0.031
21 C 0.174
22 S -0.298
23 N -0.144
24 C 0.266
25 O -0.586
26 H 0.030
27 H 0.308
28 H 0.265
29 H 0.399
30 H 0.437
31 H 0.402
32 H 0.763
33 H 0.532
34 H 0.317
35 H 0.331
36 C -0.975
37 C -1.224
38 H 0.488
39 H 0.211
40 H 0.111
41 H 0.292
42 H 1.111
43 H -0.479
44 H 1.348
45 H 0.307
46 H 0.337
47 H 0.247
48 H 0.406
49 H 0.409
50 H 0.558



This record from the OMol25 dataset describes a molecular structure, C16H27N5O5PdS3. The level of theory is wB97M-V/def2-TZVPD.

Positions of all 57 atoms, in Å:
Pd: 0.9121 -0.0085 0.3567
O: -0.4909 2.2765 0.9095
S: -1.5133 1.3147 1.3999
O: -1.8759 1.5908 2.7936
O: -0.8304 -0.0775 1.3865
O: -2.6628 1.2602 0.5101
C: -2.5221 0.4184 -2.4678
S: -1.0332 1.2401 -1.9262
O: -0.1168 0.1029 -1.4955
C: -0.3502 1.6752 -3.5259
C: -0.8454 2.7947 -4.1819
C: -0.2744 3.1860 -5.3833
C: 0.7945 2.4716 -5.9103
C: 1.2925 1.3649 -5.2370
C: 0.7229 0.9622 -4.0358
H: -2.2542 -0.3843 -3.1521
H: -3.1619 1.1590 -2.9471
H: -2.9923 0.0634 -1.5536
H: -1.6631 3.3618 -3.7513
H: -0.6570 4.0541 -5.9038
H: 1.2418 2.7822 -6.8455
H: 2.1269 0.8113 -5.6490
H: 1.0972 0.1102 -3.4824
C: 2.8203 4.1150 -2.4048
C: 1.5288 3.6812 -1.7445
N: 1.7715 2.4827 -0.9629
C: 2.6065 1.4896 -1.3604
N: 2.5390 0.3242 -0.7702
C: 3.4371 -0.7700 -1.0972
C: 4.6815 -0.2888 -1.8207
C: 4.2607 0.6608 -2.9230
N: 3.5122 1.7667 -2.3492
C: 3.3656 2.9437 -3.1959
H: 3.5442 4.4192 -1.6460
H: 2.6449 4.9598 -3.0710
H: 0.7621 3.5046 -2.5106
H: 1.1432 4.4420 -1.0680
H: 1.0484 2.2432 -0.2806
H: 2.9011 -1.5033 -1.7103
H: 3.7079 -1.2731 -0.1674
H: 5.2314 -1.1357 -2.2318
H: 5.3397 0.2394 -1.1275
H: 3.6570 0.1325 -3.6741
H: 5.1268 1.0815 -3.4356
H: 2.7015 2.7225 -4.0435
H: 4.3516 3.1747 -3.6028
C: 0.7044 3.0189 4.0163
N: 1.5201 2.0448 3.3069
C: 1.2595 0.7537 3.2463
N: 0.2594 0.2435 3.9594
S: 2.2587 -0.2571 2.2283
H: 1.2358 3.9667 4.0198
H: 0.5618 2.6902 5.0463
H: -0.2640 3.1300 3.5287
H: 2.2136 2.3690 2.6536
H: -0.5935 0.8187 3.9759
H: 0.0569 -0.7151 3.7161

The net charge is 0. Its HOMO energy is -8.25 eV. Its total energy is -2598.3846 Ha. For the gap between HOMO and LUMO, the calculation gives 0.313 Ha.

So, what does the Mulliken scheme give us? The charges, in e, come out as:
1 Pd 0.173
2 O -0.664
3 S 1.232
4 O -0.841
5 O -0.760
6 O -0.711
7 C -1.164
8 S 0.918
9 O -0.623
10 C -0.453
11 C -0.223
12 C -0.728
13 C -0.212
14 C -1.171
15 C 0.155
16 H 0.374
17 H 0.415
18 H 0.434
19 H 0.514
20 H 0.401
21 H 0.436
22 H 0.349
23 H 0.603
24 C -0.955
25 C -0.036
26 N 0.368
27 C 0.364
28 N 0.388
29 C -0.924
30 C -0.711
31 C -0.573
32 N 0.126
33 C -0.157
34 H 0.331
35 H 0.450
36 H -0.245
37 H 0.447
38 H 0.032
39 H 0.279
40 H 0.325
41 H 0.404
42 H 0.286
43 H 0.148
44 H 0.435
45 H -0.208
46 H 0.515
47 C -0.966
48 N 0.042
49 C 0.275
50 N -0.425
51 S -0.429
52 H 0.361
53 H 0.335
54 H 0.343
55 H 0.260
56 H 0.348
57 H 0.311



> Which value of total energy does entry 1 give?

-1413.5238 Ha



> Look up the total energy of the second one.

-2598.3846 Ha